Computed, not measured: C39H33F4MnN7O5 as an isolated structure at a distorted geometry, with the ωB97M-V functional and the def2-TZVPD basis.

The expectation value of S² is 0.7790. The orbital gap (alpha / beta) is 5.750 / 5.845 eV. Its total charge is 0. The molar mass is 810.667 g mol⁻¹. Its multiplicity is 2.

Structure (XYZ):
```
89
Properties=species:S:1:pos:R:3:forces:R:3:lowdin_charge:R:1
Mn -0.723711 1.087001 1.480543 0.407 1.598 -0.088 0.7183
C 1.103444 -1.728071 2.297868 0.082 0.143 0.112 -0.0634
C 0.858002 -0.752477 3.442353 0.047 -0.196 -0.047 -0.2519
N 1.114893 0.657640 3.087355 -0.635 -0.269 -0.346 -0.1785
C 2.560797 0.795813 2.834170 -0.033 0.163 -0.230 -0.2298
C 3.119821 2.212604 2.844402 0.007 -0.085 -0.041 -0.0782
C 0.640076 1.541148 4.164530 -0.098 0.161 0.074 -0.1653
C 0.180103 2.925332 3.702099 -0.021 0.084 -0.190 -0.2025
N -0.524252 2.853455 2.429043 0.349 -0.299 -0.019 -0.0530
C -1.163279 3.947322 1.971417 -0.132 0.074 0.019 -0.1730
C -1.864798 3.857949 0.743589 0.043 0.044 0.125 -0.1339
F -1.851441 2.644501 0.109564 -0.081 -0.315 0.087 0.0438
C -2.560816 4.883750 0.159363 0.067 0.006 0.094 -0.2316
F -3.174080 4.668208 -1.016231 -0.016 -0.039 -0.009 0.0854
C -2.637066 6.125698 0.759467 -0.058 0.098 -0.032 0.0427
C -1.973085 6.263928 1.962043 -0.006 -0.140 -0.119 -0.2310
F -2.019550 7.445570 2.597358 0.039 0.052 0.028 0.0844
C -1.252139 5.243064 2.549573 -0.016 -0.058 -0.122 -0.1355
F -0.630484 5.545870 3.714125 0.053 -0.127 0.044 0.0615
H 0.763581 -2.719352 2.599215 0.016 -0.014 -0.028 0.0820
H 2.156493 -1.801991 2.024298 -0.006 -0.030 -0.014 0.0689
H 0.530946 -1.418805 1.422076 0.040 -0.079 -0.010 0.0490
H 1.471420 -1.040212 4.309032 -0.031 0.036 0.046 0.1261
H -0.187009 -0.827898 3.717442 -0.084 0.031 0.080 0.0768
H 2.764769 0.333770 1.866391 0.043 -0.001 0.018 0.1022
H 3.104970 0.216709 3.595319 -0.012 -0.056 -0.043 0.1233
H 2.501057 2.898967 2.277257 0.026 0.030 0.011 0.0399
H 4.112468 2.200095 2.391415 0.020 0.003 0.046 0.0812
H 3.220433 2.602927 3.856122 -0.029 0.027 -0.008 0.0772
H 1.411304 1.670527 4.934417 -0.021 -0.101 0.072 0.1272
H -0.210026 1.053248 4.639555 0.015 -0.073 -0.097 0.1047
H 1.026875 3.616242 3.635014 -0.019 -0.017 0.134 0.0981
H -0.474202 3.304086 4.490116 0.034 0.066 0.090 0.1215
H -3.187171 6.941327 0.316660 -0.001 -0.008 0.008 0.1276
C 4.013697 -4.023545 -10.313416 0.092 0.006 -0.058 -0.0779
O 2.788264 -4.293381 -9.660284 -0.002 -0.059 -0.065 -0.0707
C 2.537102 -3.655236 -8.498142 -0.118 0.053 0.177 -0.2828
C 1.331727 -3.981988 -7.870296 0.022 -0.049 -0.094 0.0125
C 0.986531 -3.391897 -6.678938 0.071 0.112 0.085 -0.0116
C 1.832146 -2.451816 -6.073892 0.102 -0.097 -0.230 -0.1578
C 3.025007 -2.130038 -6.709524 -0.166 0.025 0.176 -0.0253
C 3.381930 -2.721940 -7.912077 0.192 0.051 -0.115 -0.0153
C 1.416747 -1.852029 -4.809860 -0.249 0.067 0.277 -0.2549
N 0.331974 -2.192651 -4.149330 -0.020 -0.143 -0.142 0.1888
C 0.304567 -1.399525 -3.039158 0.347 0.220 -0.071 -0.1649
C 1.397006 -0.549861 -3.021234 -0.348 -0.210 0.004 -0.1228
N 2.093854 -0.851150 -4.163293 0.157 -0.007 -0.133 0.1832
C 1.591180 0.460563 -2.034848 -0.367 -0.262 0.140 -0.0664
C 2.557937 1.464397 -2.068138 0.096 0.388 0.305 0.0106
C 2.508950 2.457775 -1.111185 0.188 -0.269 -0.511 -0.0208
C 1.553699 2.384408 -0.107421 -0.254 0.165 0.503 -0.1007
N 0.687143 1.392215 0.014086 -0.024 -0.257 -0.588 0.0645
C 0.647735 0.464377 -0.981548 0.782 0.610 0.068 -0.1141
C -0.460404 -0.433969 -0.964912 -0.773 -0.676 -0.134 -0.1323
N -1.324854 -0.305548 0.074683 0.445 -0.213 -0.254 0.0486
C -2.455964 -0.987669 0.033688 -0.108 0.088 0.466 -0.0626
C -2.788332 -1.857818 -1.001488 0.207 -0.119 -0.429 -0.0143
C -1.891355 -2.056268 -2.029644 -0.335 -0.092 0.250 0.0225
C -0.695725 -1.340174 -2.017973 0.345 0.451 0.214 -0.0650
H 4.028890 -4.662669 -11.191208 0.016 0.021 -0.011 0.0940
H 4.868725 -4.265186 -9.676325 -0.032 -0.018 0.009 0.0963
H 4.080906 -2.977476 -10.623773 -0.032 -0.010 0.002 0.0964
H 0.687873 -4.706180 -8.351754 -0.018 0.003 0.040 0.1237
H 0.056909 -3.636757 -6.185781 -0.023 -0.035 -0.016 0.1129
H 3.703774 -1.406864 -6.272079 0.031 -0.017 -0.029 0.1055
H 4.316809 -2.445897 -8.380141 -0.037 -0.014 0.030 0.1041
H 2.944093 -0.418053 -4.474499 0.013 -0.004 -0.027 0.1485
H 3.308325 1.491707 -2.848048 -0.025 0.005 -0.031 0.1156
H 3.189647 3.296371 -1.142358 0.015 -0.012 0.046 0.1151
H 1.468303 3.168022 0.632305 -0.032 -0.047 0.045 0.1081
H -3.128553 -0.843001 0.870035 0.043 0.041 -0.021 0.1163
H -3.743159 -2.362735 -0.989005 0.006 -0.023 0.051 0.1131
H -2.099594 -2.734739 -2.845966 0.019 -0.002 -0.003 0.1226
O -4.000770 1.167470 2.634687 -0.156 -0.178 -0.031 0.0606
C -3.168560 0.406574 3.107073 0.297 0.579 -0.462 -0.5903
O -1.922711 0.367369 2.777026 -0.307 -0.750 0.963 -0.1367
C -3.582911 -0.617893 4.136698 -0.169 -0.012 -0.103 -0.1032
C -4.873902 -1.133993 4.073661 0.047 -0.012 0.080 -0.0010
C -5.280693 -2.123460 4.957831 -0.043 0.061 -0.076 -0.0536
C -4.410939 -2.593879 5.924664 0.204 -0.096 0.258 -0.0008
C -3.135977 -2.050139 6.000396 -0.579 0.305 -0.590 -0.1371
C -2.715245 -1.068176 5.115777 0.166 -0.174 0.226 0.0619
N -2.217170 -2.523643 7.024483 0.448 -0.172 0.353 -0.3557
O -2.614220 -3.360303 7.811231 -0.144 -0.029 -0.020 0.0755
O -1.089782 -2.064913 7.036325 -0.029 0.079 -0.076 0.0718
H -5.547674 -0.743540 3.322245 0.009 0.015 0.005 0.1214
H -6.283321 -2.525193 4.897878 0.012 -0.019 -0.002 0.1078
H -4.696206 -3.364130 6.625818 -0.034 0.004 -0.006 0.1174
H -1.721773 -0.663890 5.220007 0.066 0.020 -0.093 0.1050
```
Forces are in eV/Å.

***

Computed, not measured: C39H34BCl3N9O3STa as an isolated structure at a distorted geometry, with the ωB97M-V functional and the def2-TZVPD basis.

The energy relative to the best compared isomer or geometry (same formula, charge and spin) comes out at 0.0 kJ/mol. The orbital gap is 7.958 eV. Its total charge is 0. The molar mass is 1006.947 g mol⁻¹. Its multiplicity is 1.

Structure (XYZ):
```
91
Properties=species:S:1:pos:R:3:forces:R:3:lowdin_charge:R:1
Ta 0.637843 0.096872 -0.621070 -0.054 1.245 0.639 1.7181
C 0.267088 -2.745751 2.787281 -0.019 -0.043 0.047 -0.0296
C -0.169625 -1.823505 1.848442 0.014 0.001 -0.020 -0.1870
N 0.809911 -1.519085 0.990253 0.052 0.006 -0.062 -0.0617
N 1.897601 -2.218852 1.387590 -0.034 -0.247 -0.199 -0.0054
C 1.588052 -2.967614 2.451697 0.043 0.063 -0.008 -0.0595
B 3.270367 -2.246566 0.664697 -0.042 0.163 0.036 -0.5304
N 3.674212 -0.793692 0.356552 0.056 -0.065 -0.140 -0.0161
C 4.914323 -0.297357 0.477418 -0.054 0.045 0.026 -0.0635
C 4.979939 0.900327 -0.202963 0.021 -0.017 -0.024 -0.0347
C 3.707866 1.060034 -0.747729 -0.045 0.090 0.097 -0.1191
N 2.926165 0.032609 -0.412508 -0.009 -0.181 0.217 -0.0681
N 3.228135 -3.032652 -0.644270 0.064 -0.064 0.061 -0.0474
C 3.845100 -4.189526 -0.967192 -0.041 0.000 0.068 -0.0897
C 3.587254 -4.446603 -2.295447 0.051 0.001 -0.046 -0.0772
C 2.802140 -3.355869 -2.707705 -0.075 -0.003 0.031 -0.1926
N 2.588349 -2.515560 -1.703935 -0.083 -0.075 -0.081 0.0190
H -0.292829 -3.170411 3.602807 0.021 0.010 -0.040 0.1035
H -1.134341 -1.353886 1.776387 0.052 -0.031 -0.009 0.0967
H 2.340444 -3.594300 2.901107 -0.027 0.005 -0.015 0.1247
H 4.069225 -2.744551 1.411020 -0.015 0.020 0.013 0.1203
H 5.659129 -0.842604 1.034154 -0.025 0.020 -0.030 0.1234
H 5.819970 1.566855 -0.293997 -0.024 -0.033 -0.004 0.0973
H 3.314353 1.868750 -1.339911 0.017 -0.054 0.015 0.0877
H 4.424457 -4.731792 -0.235775 -0.043 0.030 -0.037 0.1156
H 3.930971 -5.281267 -2.882978 -0.004 0.031 0.015 0.0881
H 2.378642 -3.153657 -3.680552 0.022 -0.010 0.031 0.0922
Cl 0.295663 0.695675 -7.946891 0.000 -0.001 -0.009 0.6633
C 0.620967 0.826337 -6.245616 -0.008 -0.001 -0.016 -0.6729
C 0.266682 -0.210407 -5.402512 -0.018 -0.059 0.016 -0.1141
C 0.540193 -0.069577 -4.057759 0.046 0.117 0.072 -0.5121
Cl 0.127693 -1.309797 -2.919713 -0.307 -0.237 -0.556 0.8385
C 1.147848 1.055930 -3.495903 -0.084 0.015 -0.113 -0.4384
O 1.380996 1.153765 -2.205737 0.092 -0.254 0.119 -0.3294
C 1.484044 2.074394 -4.397611 0.048 -0.054 0.059 -0.5635
Cl 2.254016 3.495959 -3.782702 0.022 0.051 0.003 0.7339
C 1.228367 1.967724 -5.752787 0.033 0.053 0.002 -0.1270
H -0.215715 -1.100380 -5.782340 0.011 0.017 0.015 0.1120
H 1.501987 2.774260 -6.418248 -0.001 -0.008 0.018 0.1072
C -4.264817 4.423729 3.282448 -0.003 0.008 -0.012 -0.0431
C -3.810406 3.465391 2.216588 -0.022 0.009 -0.013 -0.2560
C -4.382891 3.471880 0.947363 -0.027 0.056 0.074 -0.0267
C -3.944095 2.607106 -0.042248 0.023 -0.034 -0.108 -0.0408
C -2.916387 1.722846 0.245122 0.117 -0.031 0.083 -0.2816
C -2.345959 1.679107 1.514061 -0.066 -0.012 -0.055 -0.0537
C -2.794023 2.550961 2.489004 0.010 -0.031 -0.045 -0.0160
S -2.255151 0.721932 -1.052775 -0.057 -0.177 0.030 0.6059
O -1.031337 1.401624 -1.519601 0.196 -0.128 -0.145 -0.4023
O -3.284521 0.517015 -2.022660 -0.078 -0.012 0.058 -0.2475
N -1.577526 -0.583663 -0.442897 0.152 -0.085 -0.057 -0.2634
C -2.406048 -1.705815 -0.187685 -0.216 0.001 0.144 -0.2709
C -3.682848 -1.566273 0.314486 0.188 0.014 -0.037 -0.0192
C -4.496427 -2.680249 0.597866 -0.041 0.072 0.012 -0.0638
C -4.028637 -3.945420 0.420624 -0.036 -0.086 0.023 -0.0415
C -2.722773 -4.138732 -0.079436 0.084 0.055 -0.036 -0.1507
C -2.173592 -5.428996 -0.259993 -0.019 0.010 0.001 -0.0142
C -0.911833 -5.559002 -0.750767 0.042 -0.035 -0.021 -0.0404
C -0.197343 -4.390415 -1.093287 0.002 0.086 0.001 -0.1151
N -0.670452 -3.179722 -0.944784 0.103 -0.044 0.055 0.0652
C -1.911710 -3.028398 -0.418461 -0.079 0.011 0.009 -0.1787
H -5.050809 5.083206 2.915990 0.015 -0.013 0.008 0.0752
H -3.430311 5.040660 3.621495 -0.015 -0.010 -0.007 0.0836
H -4.647919 3.886161 4.151520 0.001 0.004 -0.006 0.0843
H -5.180033 4.171642 0.726238 0.008 -0.008 0.005 0.1141
H -4.385781 2.615694 -1.031002 0.016 0.002 0.039 0.1188
H -1.548797 0.978416 1.725225 -0.051 0.036 -0.027 0.0785
H -2.331670 2.535124 3.469773 -0.008 -0.002 -0.022 0.1207
H -4.084007 -0.580768 0.507688 0.018 0.023 -0.002 0.1046
H -5.496276 -2.512741 0.977779 0.016 0.001 -0.007 0.1082
H -4.638197 -4.809940 0.657156 0.021 0.028 -0.008 0.1126
H -2.770482 -6.295608 0.000019 0.008 0.008 0.000 0.1172
H -0.453497 -6.528436 -0.894731 -0.008 0.020 0.000 0.1054
H 0.799228 -4.472461 -1.511609 0.064 0.027 -0.021 0.0874
C 0.838282 0.735565 3.384545 0.062 0.048 0.048 -0.0353
C 0.754607 2.149451 2.892695 -0.034 0.002 -0.135 -0.2271
C 0.708282 3.204655 3.793884 -0.011 0.010 0.042 -0.0666
C 0.633998 4.516267 3.355393 0.002 0.009 0.023 -0.0889
C 0.639279 4.781652 1.995008 -0.020 -0.012 -0.024 -0.0540
C 0.691216 3.758697 1.057013 0.052 -0.225 -0.011 -0.1987
C 0.763137 4.074637 -0.408913 0.092 -0.054 0.048 -0.0394
C 0.712711 2.421588 1.512049 0.157 0.258 0.092 -0.2593
N 0.704018 1.366759 0.614273 -0.114 -0.264 -0.165 -0.1169
H 1.094092 0.714094 4.444032 -0.006 -0.006 -0.004 0.0839
H 1.586359 0.166360 2.829369 -0.023 0.022 0.041 0.0721
H -0.112770 0.213321 3.261811 0.025 0.039 0.038 0.0609
H 0.738411 2.988595 4.856594 0.004 -0.001 -0.025 0.1075
H 0.598141 5.329557 4.069833 0.000 -0.014 -0.013 0.0989
H 0.614750 5.807709 1.645331 0.001 -0.021 -0.002 0.1071
H 0.792847 5.153315 -0.565818 -0.006 -0.035 -0.004 0.0800
H -0.083369 3.663125 -0.951076 -0.131 -0.080 -0.085 0.0694
H 1.655835 3.634594 -0.860044 -0.058 0.017 0.030 0.0486
```
Forces are in eV/Å.

***

Q: Among the records above, which one has the highest multiplicity?
A: C39H33F4MnN7O5

***

Q: Among the records above, which one has the lowest multiplicity?
A: C39H34BCl3N9O3STa